1.
21
Properties=species:S:1:pos:R:3:forces:R:3 method="wB97M-V/def2-TZVPD" lumo_ev=-5.428 orbital_gap_ha=0.2946 charge=+1 de_lowest_kj_mol=751.2
C 2.786261 -1.045919 -0.203370 5.1 -2.3 2.7
C 2.251515 -1.005379 1.098171 -1.2 0.5 -0.6
C 2.170113 -0.571922 -1.299695 -0.6 0.8 0.1
C 1.131873 -0.257627 1.326766 -2.0 0.7 0.9
C 1.162878 0.297538 -1.048371 -3.3 1.2 -0.8
C 0.591293 0.516867 0.287321 0.7 0.8 -1.6
C -2.420782 0.487931 -0.157777 0.1 2.5 2.0
C -0.342349 1.554572 0.535419 0.3 -1.1 1.4
N -1.848447 -0.377097 -1.036811 1.0 -1.5 1.0
N -3.539849 0.375335 0.465383 -1.6 -1.2 -1.0
O -1.264670 -1.116556 -0.214973 -0.2 -1.0 -0.5
O -1.590010 -0.279441 -2.191073 -0.5 0.3 -1.3
H 3.949088 -1.479906 -0.237692 -3.5 0.7 -0.3
H 2.563168 -1.637656 1.871824 1.1 -0.6 0.9
H 2.476766 -0.851055 -2.264369 0.5 0.1 -1.1
H 0.454146 -0.149543 2.226843 1.7 -0.7 -0.4
H 0.603203 0.701195 -1.946122 0.8 0.0 1.3
H -0.621057 1.891756 1.593923 0.3 -0.8 -1.7
H -0.454325 2.264812 -0.228315 -0.4 1.0 -0.8
H -3.745450 0.989571 1.263281 0.1 -0.3 -0.7
H -4.313359 -0.307481 0.159635 1.5 1.2 0.8

=====

2.
76
Properties=species:S:1:pos:R:3:forces:R:3 method="wB97M-V/def2-TZVPD" lumo_ev="-10.487 / -10.292" orbital_gap_ha="0.2260 / 0.2332" charge=+3 spin_multiplicity=3 de_lowest_kj_mol=6.8
W -0.315865 0.271242 1.430729 -0.8 0.0 -1.1
C 1.482644 1.945980 1.660945 0.5 0.1 -0.1
C 0.354625 2.661736 2.103460 -0.9 -1.8 0.3
C -0.313371 1.875050 3.126691 2.5 -1.1 -1.5
C 0.570559 0.715915 3.418383 -1.9 1.4 0.3
C 1.599493 0.771089 2.454077 1.0 -0.9 1.1
C 2.824635 -0.039548 2.555818 0.5 -0.4 0.8
C 0.360005 -0.179271 4.618458 0.8 -0.8 -0.5
C -1.489351 2.335672 3.809163 -1.9 0.5 1.3
C -0.064601 3.971297 1.615780 -0.2 0.5 0.5
C 2.511726 2.452910 0.702300 -2.3 -1.4 -1.8
H 3.488682 0.155493 1.754891 0.5 -0.4 -1.2
H 2.737774 -1.098994 2.823877 -0.3 0.2 -0.5
H 3.394495 0.362795 3.375377 0.2 0.3 0.8
H -0.671894 -0.472113 4.836536 0.1 0.2 -0.3
H 0.718472 0.379941 5.471990 0.1 0.1 0.4
H 0.974008 -1.103619 4.543556 -0.4 0.6 0.1
H -2.200150 2.834112 3.128575 0.4 0.1 0.3
H -1.133677 3.051886 4.565963 -0.4 0.1 -0.1
H -2.094579 1.582169 4.346037 0.6 0.2 -0.2
H -1.125499 3.973792 1.360437 0.1 0.2 -0.4
H 0.613516 4.289204 0.821687 -0.5 0.3 0.1
H 0.001237 4.646859 2.478115 0.2 0.2 -0.3
H 3.121180 1.680002 0.224750 -0.4 0.2 0.0
H 3.141869 3.146492 1.086511 2.2 1.9 2.1
H 2.003852 3.104942 -0.021073 0.1 -0.7 -0.5
Br -2.680993 0.950350 0.199485 -0.7 -0.1 0.4
C -4.565602 0.786207 1.158603 1.2 -1.7 0.9
Br -4.398730 0.144977 3.007179 -0.1 0.5 -1.4
H -5.119970 0.024208 0.596605 0.4 0.5 0.0
H -4.881368 1.795979 1.074840 -0.4 0.7 0.1
S -0.424093 -2.082976 1.733594 -0.9 0.2 -0.2
C -1.862635 -3.007985 1.159703 1.0 -0.5 -0.2
N -1.975132 -4.201237 1.686154 -0.4 -0.1 0.0
C -2.920211 -5.138648 1.104856 0.4 -0.3 -2.1
C -3.764531 -4.311221 0.102654 0.9 0.3 1.3
S -2.876765 -2.772494 -0.201535 0.4 0.7 0.3
H -1.295188 -4.641352 2.277304 0.5 0.5 0.6
H -3.571006 -5.543367 1.836864 -0.3 -0.6 0.9
H -2.320874 -5.967224 0.591205 -0.9 1.1 0.7
H -4.714278 -3.987556 0.437734 -1.0 0.0 1.0
H -3.976152 -4.835407 -0.766216 0.1 -0.9 -1.9
C 5.110177 -0.818652 -1.472467 -0.8 -0.2 -0.9
C 4.293207 -1.795472 -0.888165 -0.1 1.1 -0.4
C 2.893428 -1.614991 -0.806285 0.5 -0.9 0.6
C 2.388971 -0.480672 -1.420270 -0.7 0.7 0.8
C 3.194721 0.485113 -2.028526 -1.2 0.2 -0.5
C 4.528467 0.271399 -2.125524 1.1 -0.4 0.8
As 0.568745 0.080571 -1.119969 -0.1 0.0 0.5
C 0.336031 1.612814 -2.196146 -0.5 1.3 -0.5
C 0.571979 1.554755 -3.570847 1.0 -0.9 -0.9
C 0.461190 2.675277 -4.419092 -0.5 -0.7 1.4
C 0.093876 3.891552 -3.824916 -1.1 -0.2 -0.7
C -0.307468 3.964022 -2.483131 2.0 -0.6 -0.2
C -0.107735 2.822963 -1.682784 -1.1 1.0 0.0
C -0.598937 -1.195343 -1.956616 1.3 -2.7 0.4
C -1.656974 -0.850141 -2.720743 -1.3 0.3 -1.5
C -2.334851 -1.761459 -3.554143 0.3 0.4 0.1
C -1.880346 -3.083982 -3.636579 -0.2 0.9 0.5
C -0.840237 -3.534426 -2.818683 0.4 1.4 0.4
C -0.233656 -2.572384 -1.974185 0.1 -0.7 -0.1
H 6.185273 -0.946506 -1.558376 -0.2 -0.2 0.2
H 4.850508 -2.640413 -0.581215 -0.2 -1.0 0.8
H 2.216029 -2.321344 -0.223951 1.2 0.9 -1.0
H 2.764906 1.396689 -2.459492 0.2 -0.5 0.2
H 5.134185 0.975911 -2.641456 0.5 0.5 -0.3
H 0.983574 0.589052 -3.946694 -0.6 0.8 -0.1
H 0.554473 2.558105 -5.496627 0.3 0.2 0.3
H -0.057773 4.732282 -4.501083 0.3 0.1 0.4
H -0.463031 4.933563 -2.004501 -0.5 -0.4 -0.3
H -0.450976 2.957052 -0.666679 0.3 -0.4 0.3
H -1.926458 0.177478 -2.793287 -0.4 0.7 0.0
H -3.147002 -1.338737 -4.189233 0.7 -0.7 0.5
H -2.359023 -3.727627 -4.326224 -0.3 -0.7 -0.6
H -0.456593 -4.564982 -2.881448 -0.3 0.6 0.2
H 0.549063 -2.958755 -1.322725 0.0 0.3 -0.2

=====

3.
37
Properties=species:S:1:pos:R:3:forces:R:3 method="wB97M-V/def2-TZVPD" lumo_ev=-2.358 orbital_gap_ha=0.4128 charge=+1
O 2.985919 1.624885 3.272050 -0.7 -0.1 -0.2
C 2.874240 2.172163 2.256601 0.9 -0.2 -0.2
N 2.930487 2.711895 1.150702 -0.4 0.0 1.2
B 3.309606 4.130794 1.280317 0.0 0.4 -1.0
O 4.024918 4.686628 0.252898 0.1 -0.3 0.5
H 2.971059 4.796258 2.209003 -0.1 -0.2 0.1
H 4.972402 4.562651 0.394147 0.0 0.2 -0.4
C -3.879836 0.438227 -0.133613 0.1 0.0 -0.1
C -3.150543 -0.561408 -1.029510 -0.1 0.1 0.1
C -2.383836 -1.631406 -0.246381 0.0 0.1 -0.3
C -1.225166 -1.151410 0.608224 -0.1 -0.3 0.1
N -0.018062 -0.552820 -0.112399 0.2 0.2 0.1
C 1.248112 -1.085935 0.529427 0.0 -0.1 0.1
C 1.473741 -2.415438 -0.154769 -0.1 -0.1 -0.1
C 1.142952 -2.110854 -1.619398 0.0 0.0 0.0
C 0.144769 -0.943282 -1.572701 0.1 -0.2 -0.2
C -0.046518 0.934534 0.031578 -0.1 -0.1 -0.1
H -3.193304 1.000867 0.503236 0.0 0.0 0.0
H -4.425213 1.160160 -0.739353 0.0 0.0 0.0
H -4.599897 -0.066591 0.511196 0.0 0.0 0.0
H -2.496640 -0.014982 -1.714951 0.0 0.0 0.0
H -3.882612 -1.070278 -1.658047 0.0 0.0 0.0
H -2.048864 -2.432638 -0.910343 0.0 0.0 0.0
H -3.085249 -2.110668 0.441534 0.1 0.0 0.1
H -0.848649 -1.990478 1.189684 0.0 0.0 -0.1
H -1.561855 -0.402846 1.323177 0.1 0.1 0.0
H 2.044874 -0.377811 0.300170 0.0 0.0 0.0
H 1.104824 -1.140995 1.606421 0.0 0.1 0.0
H 0.796726 -3.172964 0.243173 0.0 0.0 0.0
H 2.488986 -2.779852 -0.019666 0.0 0.0 0.0
H 0.729905 -2.976320 -2.132424 0.0 0.0 0.0
H 2.034706 -1.809912 -2.166476 0.0 0.0 0.0
H -0.813396 -1.193178 -2.005647 -0.1 0.1 0.1
H 0.532167 -0.069935 -2.090505 0.0 0.0 0.0
H -0.027282 1.180319 1.090416 0.0 0.0 0.0
H -0.954772 1.312955 -0.431109 0.0 0.0 0.0
H 0.831298 1.349665 -0.456661 0.0 0.0 0.0

=====

4.
73
Properties=species:S:1:pos:R:3:forces:R:3 method="wB97M-V/def2-TZVPD" lumo_ev=-4.670 orbital_gap_ha=0.2165 charge=+1 de_lowest_kj_mol=191.2
Pb 0.934211 0.385665 0.342858 -0.2 0.0 -0.1
C 4.204707 -0.594340 0.426577 -0.1 0.0 0.2
C 3.883803 -0.038068 1.790874 -0.1 0.0 -0.1
C 4.832864 -0.149823 2.828490 0.1 0.0 -0.1
C 4.574088 0.425151 4.034416 0.1 0.0 0.1
C 3.352876 1.098414 4.259832 0.0 0.0 -0.1
C 3.073210 1.748406 5.480009 0.1 0.0 0.1
C 1.864637 2.354723 5.655295 -0.1 0.1 0.0
C 0.889698 2.298472 4.641029 0.0 0.0 0.1
C 1.117890 1.666086 3.439575 -0.1 0.0 -0.1
S -0.208894 1.612531 2.269954 0.1 0.1 0.0
C 2.397424 1.089921 3.217301 0.1 -0.1 -0.1
N 2.712520 0.536621 1.996017 0.0 0.1 0.0
H 5.266727 -0.481558 0.212915 0.0 0.0 0.0
H 3.649898 -0.086734 -0.361960 0.0 0.0 0.0
H 3.966568 -1.661690 0.384948 0.0 0.0 0.0
H 5.764052 -0.668931 2.638431 0.0 0.1 0.0
H 5.301875 0.373457 4.838116 0.0 0.0 -0.1
H 3.828367 1.758116 6.259267 -0.1 0.0 -0.1
H 1.642950 2.876334 6.579057 0.0 0.0 -0.1
H -0.077341 2.760534 4.802221 0.1 0.0 0.0
C 2.393069 -3.869599 2.453894 0.0 0.0 0.0
C 1.627756 -2.859404 3.030799 0.1 0.0 0.0
C 0.479291 -2.414975 2.396710 0.0 0.0 0.1
C 0.092931 -2.975606 1.168176 0.1 -0.3 0.0
C 0.862751 -4.005294 0.605694 0.0 0.0 0.1
C 2.004555 -4.451457 1.251049 0.0 0.0 0.0
Si -1.302057 -2.239770 0.275653 0.3 0.0 0.2
C -2.489435 -1.311454 1.249138 -0.2 0.1 -0.1
C -3.004975 -0.121704 0.710081 -0.1 0.0 0.0
C -3.814635 0.694817 1.478976 0.0 0.1 0.0
C -4.129133 0.320935 2.779495 0.0 -0.1 0.0
C -3.646944 -0.871938 3.313180 0.0 0.0 0.0
C -2.822035 -1.684305 2.557511 0.0 0.1 0.1
C -1.451028 -2.293401 -1.499633 -0.1 0.0 -0.2
C -0.329908 -2.464707 -2.322441 0.0 -0.1 -0.1
C -0.466212 -2.393239 -3.695089 0.0 0.0 -0.1
C -1.714583 -2.151779 -4.257032 0.0 0.0 0.0
C -2.839180 -1.987836 -3.450283 0.0 0.0 0.0
C -2.711157 -2.048271 -2.076069 0.0 0.0 -0.1
H 3.298436 -4.207530 2.946544 -0.1 0.0 0.0
H 1.927966 -2.416725 3.974228 0.0 0.0 -0.1
H -0.103755 -1.610115 2.841465 0.1 -0.1 -0.1
H 0.562313 -4.466372 -0.329921 0.0 0.0 0.1
H 2.591829 -5.250169 0.816234 0.0 0.0 0.0
H -2.759729 0.170700 -0.308981 0.0 0.0 0.1
H -4.195480 1.621063 1.066540 0.0 0.0 0.0
H -4.757011 0.963279 3.384574 0.0 0.0 0.0
H -3.913637 -1.164118 4.320991 0.0 0.0 0.0
H -2.443438 -2.609019 2.981843 0.0 0.1 0.0
H 0.654843 -2.613818 -1.893722 -0.1 0.0 0.0
H 0.403749 -2.502683 -4.329175 0.0 0.0 0.0
H -1.809760 -2.081617 -5.334503 0.0 0.0 0.0
H -3.809876 -1.806651 -3.894321 0.1 0.0 0.0
H -3.586417 -1.913818 -1.448236 0.1 0.0 0.0
O 0.536051 0.281490 -2.463348 0.2 0.5 0.2
C 0.358297 1.494702 -2.267080 -0.1 -0.2 -0.3
O 0.674523 2.134022 -1.197748 0.1 -0.4 0.2
C -0.376011 2.274801 -3.328717 0.0 0.0 0.2
C -0.533340 1.712987 -4.585877 0.0 -0.1 -0.1
C -1.322313 2.361488 -5.512186 0.0 -0.1 -0.1
C -1.972669 3.545543 -5.232034 -0.1 0.1 -0.1
C -1.788453 4.079810 -3.974610 -0.1 0.1 0.1
C -0.999157 3.473241 -3.017606 0.2 0.1 0.1
N -2.505178 5.331009 -3.619745 -0.2 0.1 0.2
O -3.246486 5.810940 -4.452604 0.2 -0.1 0.1
O -2.322477 5.776101 -2.502351 0.0 -0.1 -0.3
N -1.527940 1.731913 -6.839454 0.0 -0.1 -0.2
O -0.909240 0.708480 -7.073944 -0.2 0.2 0.1
O -2.306706 2.268484 -7.600686 0.2 -0.1 0.2
H -0.059026 0.774297 -4.827311 0.0 0.0 0.0
H -2.605920 4.030126 -5.958005 0.0 0.0 0.0
H -0.865189 3.923857 -2.045283 -0.1 0.0 0.0

=====

5.
12
Properties=species:S:1:pos:R:3:forces:R:3 method="wB97M-V/def2-TZVPD" lumo_ev=-5.007 orbital_gap_ha=0.3534 charge=+1 de_lowest_kj_mol=320.0
N -2.217564 -0.339392 -0.322908 0.2 0.0 -0.3
C -1.373176 0.288474 0.475634 -1.0 -0.4 0.6
N -0.358185 0.961289 0.097534 0.4 0.1 -0.2
N 0.775006 1.225697 -0.172874 -0.1 1.3 -0.3
C 1.806340 0.256923 -0.136318 1.0 -1.0 -0.1
O 1.316947 -1.002113 0.178964 -0.3 0.1 0.0
H -2.005778 -0.490220 -1.300640 -0.1 0.0 0.1
H -3.129989 -0.614534 0.006104 0.1 0.0 0.1
H -1.651695 0.412162 1.524572 0.2 -0.1 -0.2
H 2.283927 0.318214 -1.133928 -0.2 0.0 0.3
H 2.540733 0.651130 0.589442 -0.2 0.0 -0.1
H 2.013431 -1.667630 0.194418 0.1 0.1 0.0

=====

6.
104
Properties=species:S:1:pos:R:3:forces:R:3 method="wB97M-V/def2-TZVPD" lumo_ev=-6.562 orbital_gap_ha=0.2155 charge=+2
Au 0.790109 -0.022472 0.219304 0.0 0.0 1.0
C 0.287630 -0.204614 4.233614 0.0 0.0 0.1
C 1.596130 -0.865746 3.786582 0.1 0.5 -0.3
C 2.032990 -1.960689 4.757116 0.0 0.0 0.1
P 1.389882 -1.485884 2.071044 -0.3 -0.9 -0.7
C 2.805186 -2.532997 1.536178 0.2 0.2 0.2
C 4.090058 -1.731093 1.803871 -0.1 0.0 0.0
C 2.906648 -3.966757 2.057234 0.0 0.0 0.0
C -0.169373 -2.374087 2.014302 0.2 -0.1 0.3
C -0.375366 -3.668607 2.494609 0.0 0.0 0.0
C -1.582975 -4.324224 2.308459 0.0 -0.1 0.0
C -1.819156 -5.717875 2.832522 0.0 0.1 0.0
C -2.561422 -3.641340 1.591645 -0.1 0.1 -0.1
C -2.387821 -2.335323 1.159519 -0.1 -0.1 -0.1
C -1.202765 -1.649935 1.425659 -0.5 0.3 -0.2
N -0.999225 -0.284374 1.087289 0.2 0.3 0.1
C -2.011085 0.669679 0.873270 -0.1 -0.5 0.2
C -3.329569 0.471137 1.298264 -0.2 0.1 0.2
C -4.338910 1.332743 0.899363 0.0 -0.1 0.1
C -4.095184 2.448274 0.099157 -0.1 0.1 0.0
C -5.206332 3.375526 -0.328337 0.1 -0.1 0.1
C -2.770518 2.709328 -0.205163 0.1 0.1 0.1
C -1.738350 1.862355 0.207156 0.1 0.2 -0.4
P -0.005069 2.288275 0.063092 -0.4 -0.1 -0.5
C 0.309371 3.079982 1.703400 0.4 0.0 -0.1
C -0.519645 4.330966 1.989474 0.0 0.0 0.1
C 1.801718 3.312094 1.951255 -0.1 0.1 0.1
C 0.215892 3.381501 -1.402423 0.4 -0.1 0.0
C 1.565396 3.070796 -2.066759 0.0 0.0 0.0
C 0.080292 4.881161 -1.141659 -0.1 0.0 0.0
H 0.455925 0.342475 5.162004 0.0 0.0 0.0
H -0.478912 -0.958741 4.417971 0.0 0.0 0.0
H -0.102624 0.491900 3.491802 0.0 0.0 0.0
H 2.376790 -0.100316 3.731010 0.0 0.0 0.0
H 1.296736 -2.764991 4.814125 0.0 0.0 0.0
H 2.107069 -1.513485 5.749754 0.0 0.0 0.0
H 3.005326 -2.381486 4.512693 0.0 0.0 0.0
H 2.654227 -2.576409 0.456902 0.0 0.0 -0.1
H 4.360801 -1.764553 2.860063 0.0 0.0 0.0
H 3.999043 -0.682780 1.508962 0.0 0.0 0.0
H 4.916873 -2.158806 1.236086 0.0 0.0 0.0
H 2.895976 -4.026045 3.143954 0.0 0.0 0.0
H 3.860860 -4.377406 1.720609 0.0 0.0 0.0
H 2.117906 -4.601040 1.659237 0.0 0.0 0.0
H 0.424412 -4.187846 3.007557 0.0 0.0 0.0
H -0.883896 -6.213313 3.090147 0.0 0.0 0.0
H -2.345066 -6.331406 2.100868 0.0 0.0 0.0
H -2.438085 -5.689489 3.731635 0.0 0.0 0.0
H -3.495174 -4.143404 1.361608 0.0 0.0 0.0
H -3.181471 -1.851037 0.608747 0.0 -0.1 0.0
H -3.562661 -0.358459 1.949915 -0.1 0.1 -0.1
H -5.354400 1.128078 1.221941 0.0 0.0 0.0
H -6.126143 2.828285 -0.532569 0.0 0.0 0.0
H -4.934552 3.940145 -1.219702 0.0 0.0 0.0
H -5.432005 4.096998 0.459807 0.0 0.0 0.0
H -2.533767 3.613067 -0.758970 0.0 0.0 0.0
H -0.033595 2.282734 2.368964 0.0 0.0 0.0
H -0.077965 5.214810 1.534510 0.0 0.0 0.0
H -0.537644 4.492263 3.069064 0.0 0.0 0.0
H -1.552710 4.236897 1.655353 0.0 0.0 0.0
H 2.211848 4.051493 1.258614 0.0 0.0 0.0
H 2.371987 2.387682 1.852012 -0.1 0.0 0.1
H 1.956120 3.690714 2.963133 0.0 0.0 0.0
H -0.582523 3.054967 -2.074209 0.0 0.0 0.0
H 2.396290 3.312764 -1.399043 0.0 0.0 0.0
H 1.676203 3.673722 -2.969751 0.0 0.0 0.0
H 1.641046 2.021604 -2.350892 0.0 0.0 0.0
H 0.915960 5.258138 -0.549543 0.0 0.0 0.0
H -0.847371 5.148934 -0.638872 0.0 0.0 0.0
H 0.101165 5.400052 -2.101686 0.0 0.0 0.0
N 3.591439 -1.029857 -2.696009 0.1 0.0 -0.1
C 2.450073 -1.118124 -2.007114 0.0 0.0 0.1
N 2.444010 -0.280016 -0.990556 0.3 0.7 0.4
C 3.657833 0.417556 -1.024585 -0.1 -0.2 0.0
C 4.170458 1.407233 -0.192012 0.0 0.0 0.0
C 5.427494 1.891124 -0.486023 0.0 0.0 0.0
C 6.164142 1.402702 -1.580005 0.0 0.0 0.0
C 5.662919 0.422917 -2.409020 0.0 0.0 -0.1
C 4.391960 -0.056383 -2.105298 -0.1 -0.1 -0.1
H 3.803823 -1.551292 -3.531719 0.0 0.0 0.0
H 1.649139 -1.797853 -2.252467 0.0 0.1 0.0
H 3.598360 1.777183 0.646605 0.1 0.0 -0.1
H 5.860048 2.666137 0.132987 0.0 0.0 0.0
H 7.148965 1.806101 -1.773293 0.0 0.0 0.0
H 6.229636 0.048514 -3.251451 0.0 0.0 0.0
C -2.713929 -1.762304 -5.878758 0.0 0.0 0.0
C -3.766925 -1.332990 -4.861436 0.1 -0.1 0.0
C -4.016281 -2.420437 -3.819940 0.0 0.0 0.0
C -3.414404 0.006948 -4.213617 0.0 0.0 0.0
N -2.165408 -0.035388 -3.438486 -0.1 0.1 -0.4
C -1.949352 -0.441290 -2.192484 0.0 0.0 0.2
N -0.665121 -0.338936 -1.940942 0.3 -0.1 -0.3
N -0.096015 0.140206 -3.076258 -0.4 -0.1 0.0
N -0.990193 0.322456 -3.978388 0.0 -0.1 0.3
H -3.005438 -2.702378 -6.347922 0.0 0.0 0.0
H -1.741019 -1.916586 -5.403909 0.0 0.0 0.0
H -2.589619 -1.016508 -6.665692 0.0 0.0 0.0
H -4.705017 -1.143263 -5.390123 0.0 0.0 0.0
H -3.097749 -2.678286 -3.282915 0.0 0.0 0.0
H -4.368002 -3.331445 -4.304117 0.0 0.0 0.0
H -4.775422 -2.118114 -3.092914 0.0 0.0 0.0
H -4.203657 0.326642 -3.534181 0.0 0.0 0.0
H -3.270991 0.773171 -4.971507 0.0 0.1 0.0
H -2.716290 -0.771950 -1.509300 0.1 0.0 -0.1

=====

| no. | energy (Ha) |
| --- | --- |
| 1 | -569.71942 |
| 2 | -9542.57907 |
| 3 | -678.90290 |
| 4 | -2845.26878 |
| 5 | -318.98045 |
| 6 | -2682.82750 |